Model w:
C11H15NO | wB97M-V/def2-TZVPD

For the LUMO energy (alpha / beta), the calculation gives -3.83 / -7.21 eV. The multiplicity is 2. As for the total charge: +1.

Last column: Löwdin spin population.
CARTESIAN COORDINATES (ANGSTROEM)
C (-0.929, 1.138, 1.797)  0.03
C (-0.218, 1.606, 0.582)  0.17
C (0.677, 2.626, 0.621)  0.05
C (-0.346, 0.964, -0.744)  0.01
C (0.479, 1.882, -1.519)  -0.01
C (-1.062, -0.058, -1.281)  0.15
C (0.567, 1.621, -2.870)  0.18
C (-0.973, -0.219, -2.751)  0.11
C (-0.186, 0.606, -3.467)  0.03
N (0.970, 2.864, -0.767)  0.24
H (-0.116, 0.646, 2.490)  0.01
H (-1.641, 0.347, 1.452)  0.00
H (1.178, 3.098, 1.441)  0.00
H (1.676, 3.436, -1.027)  0.01
H (-1.666, -0.608, -0.619)  0.01
H (1.077, 2.322, -3.668)  0.00
H (-1.763, -0.749, -3.232)  0.00
H (-0.173, 0.424, -4.651)  0.00
H (-1.322, 1.956, 2.145)  0.01
C (-0.002, -2.988, 1.571)  0.00
C (0.792, -1.771, 2.315)  0.00
O (0.800, -3.681, 0.639)  0.00
H (-0.505, -3.733, 2.238)  0.00
H (-0.923, -2.565, 1.077)  0.00
H (1.649, -1.324, 1.729)  0.00
H (0.593, -4.630, 0.716)  0.00
H (1.319, -2.141, 3.201)  0.00
H (0.048, -1.067, 2.584)  0.00

***

Model x:
C11H15NO | wB97M-V/def2-TZVPD

For the LUMO energy (alpha / beta), the calculation gives -3.92 / -7.23 eV. The multiplicity is 2. As for the total charge: +1.

Last column: Löwdin spin population.
CARTESIAN COORDINATES (ANGSTROEM)
C (1.294, -1.906, -0.921)  0.00
C (0.758, -2.775, 0.279)  0.00
O (2.535, -1.337, -0.462)  0.00
H (1.578, -2.598, -1.700)  0.00
H (0.587, -1.095, -1.090)  0.00
H (0.533, -3.768, -0.120)  0.00
H (2.425, -0.884, 0.380)  0.00
H (-0.239, -2.401, 0.493)  0.00
H (1.424, -2.903, 1.128)  0.00
C (-2.630, -0.261, 1.269)  0.04
C (-0.576, 0.821, 0.322)  0.01
C (-1.945, 0.396, 0.137)  0.27
C (-0.316, 1.661, -0.752)  0.02
C (-2.475, 1.134, -0.937)  0.18
C (0.436, 0.504, 1.211)  0.12
C (0.882, 2.271, -1.025)  0.04
C (1.676, 1.127, 0.974)  0.00
C (1.903, 2.017, -0.055)  0.11
N (-1.507, 1.890, -1.501)  0.17
H (0.413, -0.290, 1.966)  0.00
H (-3.716, -0.223, 1.361)  0.00
H (-2.370, 0.245, 2.219)  0.01
H (-3.436, 1.161, -1.420)  0.00
H (-1.422, 2.224, -2.450)  0.00
H (1.063, 2.896, -1.883)  0.00
H (2.581, 0.807, 1.512)  0.00
H (2.811, 2.589, -0.155)  0.00
H (-2.268, -1.303, 1.217)  0.02

***

Which one sits at the top of the stability order? model x does.

***

Model w:
C7H8N2O2 | wB97M-V/def2-TZVPD

For the LUMO energy, the calculation gives 0.48 eV. Its SMILES is Cc1cc(C(=O)O)cnc1N. As for the total charge: 0.

Last column: natural (NBO) charge in e.
CARTESIAN COORDINATES (ANGSTROEM)
C (-1.361, -1.570, 1.326)  -0.63
C (-0.620, -0.705, 0.438)  -0.14
C (0.149, 0.313, 1.014)  -0.06
C (0.953, 1.136, 0.126)  -0.30
C (1.728, 2.252, 0.762)  0.79
O (2.094, 2.237, 1.906)  -0.56
O (2.091, 3.267, -0.107)  -0.70
C (0.813, 0.882, -1.231)  0.07
N (0.241, -0.121, -1.817)  -0.47
C (-0.516, -0.931, -0.945)  0.40
N (-1.260, -1.874, -1.541)  -0.78
H (-1.551, -1.262, 2.373)  0.23
H (-2.331, -1.731, 1.046)  0.22
H (-1.022, -2.499, 1.348)  0.21
H (0.033, 0.564, 2.056)  0.23
H (1.512, 3.282, -0.979)  0.49
H (1.474, 1.403, -2.087)  0.19
H (-1.438, -2.702, -1.092)  0.39
H (-0.989, -1.942, -2.596)  0.41

***

Model x:
C7H8N2O2 | wB97M-V/def2-TZVPD

For the LUMO energy, the calculation gives 0.49 eV. As for the total charge: 0.

Last column: natural (NBO) charge in e.
CARTESIAN COORDINATES (ANGSTROEM)
C (-0.879, -0.111, -1.676)  0.75
C (0.007, 0.691, 0.412)  0.15
C (1.281, 0.091, 0.575)  -0.22
C (2.067, -0.052, 1.689)  -0.23
C (1.552, 0.640, 2.800)  -0.13
C (0.276, 1.283, 2.824)  -0.28
C (-0.529, 1.271, 1.727)  -0.21
H (-1.617, -2.452, -2.709)  0.43
H (-0.579, -1.807, -0.637)  0.33
H (-1.432, 1.556, -0.748)  0.43
H (1.577, -0.396, -0.177)  0.20
H (3.020, -0.092, 1.683)  0.21
H (2.370, 0.866, 3.985)  0.19
H (-0.328, 1.847, 3.558)  0.24
H (-1.632, 1.634, 1.778)  0.21
N (-0.305, -1.498, -1.558)  -0.33
N (-0.682, 0.748, -0.708)  -0.62
O (-0.529, -2.351, -2.467)  -0.50
O (-1.612, 0.003, -2.655)  -0.63

***

Model y:
C7H8N2O2 | wB97M-V/def2-TZVPD

For the LUMO energy, the calculation gives 0.94 eV. As for the total charge: 0.

Last column: natural (NBO) charge in e.
CARTESIAN COORDINATES (ANGSTROEM)
C (-1.801, -0.617, 1.063)  -0.13
C (-1.110, 0.495, 1.396)  -0.08
C (-1.495, 0.495, -0.712)  0.16
C (1.896, -2.201, -1.212)  0.04
C (1.617, -2.222, 0.106)  0.03
C (1.855, -0.115, -0.498)  0.40
C (-0.377, 2.547, -0.036)  -0.43
N (-2.042, -0.609, -0.283)  -0.46
N (-0.921, 1.237, 0.286)  -0.36
O (1.974, -0.866, -1.595)  -0.45
O (1.708, -0.905, 0.556)  -0.45
H (-2.124, -1.498, 1.514)  0.21
H (-0.672, 0.879, 2.344)  0.21
H (2.118, -2.938, -1.822)  0.20
H (1.362, -3.037, 0.815)  0.24
H (-1.327, 0.933, -1.750)  0.19
H (0.427, 2.216, -0.758)  0.25
H (-1.169, 3.321, -0.374)  0.22
H (0.082, 2.886, 0.962)  0.22

***

Which one sits at the top of the stability order? model w does.

***

Model w:
C2H11N3 | wB97M-V/def2-TZVPD

For the LUMO energy, the calculation gives 1.10 eV. Its SMILES is NCN.CN. As for the total charge: 0.

Last column: natural (NBO) charge in e.
CARTESIAN COORDINATES (ANGSTROEM)
N (2.301, -0.450, 0.781)  -0.89
C (1.740, 0.836, 0.997)  -0.03
N (0.333, 0.806, 0.689)  -0.88
H (2.055, -1.104, 0.020)  0.37
H (3.268, -0.584, 0.863)  0.37
H (2.194, 1.441, 0.207)  0.14
H (1.933, 1.225, 1.997)  0.17
H (-0.220, 1.465, 1.348)  0.38
H (-0.022, -0.121, 0.541)  0.38
C (-2.608, -0.628, -0.897)  -0.41
N (-1.204, -0.216, -1.302)  -0.95
H (-2.580, -0.935, 0.133)  0.18
H (-3.193, 0.306, -1.070)  0.20
H (-2.889, -1.553, -1.515)  0.21
H (-0.668, -0.759, -1.947)  0.35
H (-0.440, 0.271, -0.845)  0.40

***

Model x:
C2H11N3 | wB97M-V/def2-TZVPD

For the LUMO energy, the calculation gives 0.78 eV. Its SMILES is NCN.CN. As for the total charge: 0.

Last column: natural (NBO) charge in e.
CARTESIAN COORDINATES (ANGSTROEM)
N (0.589, -2.098, 2.514)  -0.85
C (0.584, -0.557, 2.567)  -0.05
N (-0.667, 0.044, 2.535)  -0.87
H (-0.043, -2.499, 3.082)  0.34
H (0.310, -2.331, 1.521)  0.34
H (1.018, -0.287, 3.570)  0.18
H (1.236, -0.176, 1.717)  0.19
H (-1.385, 0.015, 1.778)  0.37
H (-1.344, -0.238, 3.255)  0.35
C (0.464, 1.715, -3.688)  -0.42
N (-0.741, 0.825, -3.629)  -0.87
H (0.486, 1.924, -4.748)  0.20
H (1.305, 1.059, -3.378)  0.18
H (0.485, 2.439, -2.921)  0.19
H (-1.227, 0.920, -2.698)  0.35
H (-1.392, 0.833, -4.390)  0.36

***

Model y:
C2H11N3 | wB97M-V/def2-TZVPD

For the LUMO energy, the calculation gives 1.03 eV. Its SMILES is NCN.CN. As for the total charge: 0.

Last column: natural (NBO) charge in e.
CARTESIAN COORDINATES (ANGSTROEM)
N (1.892, 0.206, -1.441)  -0.85
C (0.770, 0.989, -0.968)  -0.06
N (1.178, 1.938, 0.064)  -0.85
H (1.761, -0.868, -1.277)  0.36
H (2.735, 0.466, -0.923)  0.37
H (-0.122, 0.429, -0.691)  0.19
H (0.383, 1.660, -1.745)  0.13
H (0.467, 2.605, 0.391)  0.36
H (1.858, 2.516, -0.432)  0.34
C (-1.219, -1.178, 1.451)  -0.42
N (-2.023, -1.442, 0.218)  -0.84
H (-1.158, -2.004, 2.206)  0.17
H (-0.170, -1.102, 1.078)  0.20
H (-1.644, -0.277, 1.902)  0.20
H (-3.002, -1.675, 0.435)  0.35
H (-1.707, -2.262, -0.270)  0.35

***

Which one sits at the top of the stability order? model y does.

***

Model w:
C2HIN2OS | wB97M-V/def2-TZVPD

For the LUMO energy (alpha / beta), the calculation gives -1.28 / -1.28 eV. Its SMILES is [S-][N+]#CI.N=C=O. As for the total charge: 0.

Last column: natural (NBO) charge in e.
CARTESIAN COORDINATES (ANGSTROEM)
S (0.392, 2.347, -0.953)  0.07
N (1.262, 1.066, -1.061)  -0.46
C (1.624, -0.068, -1.098)  0.08
I (3.290, -1.188, -1.313)  0.31
N (-0.977, -0.296, 0.863)  -0.80
C (-1.944, -0.939, 1.193)  0.85
O (-2.780, -1.719, 1.322)  -0.50
H (-0.868, 0.797, 1.048)  0.44

***

Model x:
C2HIN2OS | wB97M-V/def2-TZVPD

For the LUMO energy (alpha / beta), the calculation gives -1.15 / -1.15 eV. As for the total charge: 0.

Last column: natural (NBO) charge in e.
CARTESIAN COORDINATES (ANGSTROEM)
C (-0.157, -0.229, -1.196)  -0.05
C (0.762, -0.188, 0.978)  0.49
N (-1.734, -0.782, 1.020)  -0.68
N (0.608, 0.388, -0.367)  -0.69
O (1.291, 0.348, 1.891)  -0.49
S (-0.535, -1.634, 0.961)  0.89
I (-0.843, 0.735, -2.952)  0.15
H (0.607, 1.362, -0.335)  0.38

***

Which one sits at the top of the stability order? model w does.